A cluster of 2 separate species, NO5S in total at a distorted geometry, computed with ωB97M-V/def2-TZVPD.

The calculation puts the HOMO energy (spin up / spin down) at -5.17 / -3.00 eV. The energy relative to the best compared isomer or geometry (same formula, charge and spin) is 57.9 kcal/mol. The total charge is -1.

Positions of all 7 atoms, in Å:
N -0.095 -2.400 1.181
O -0.391 -1.190 1.136
O -0.088 0.894 -2.281
O 0.884 -2.817 1.808
O -1.399 2.378 -0.796
O 1.110 2.501 -0.855
S -0.132 1.783 -1.070

Force components x, y, z for each atom (eV/Å):
N 0.434 0.725 0.573
O 0.289 -1.009 -0.140
O -0.256 1.229 2.524
O -0.760 0.501 -0.594
O -0.608 0.477 0.795
O -0.652 -0.022 0.701
S 1.553 -1.902 -3.858


An isolated molecule of C3H6N2O2S at a distorted geometry, computed with ωB97M-V/def2-TZVPD.

The calculation puts the HOMO energy (spin up / spin down) at -9.28 / -9.02 eV. The energy relative to the best compared isomer or geometry (same formula, charge and spin) is 188.7 kcal/mol.

Positions of all 14 atoms, in Å:
C -1.176 -0.173 -0.294
C 2.913 1.318 0.018
C -2.525 -0.710 0.024
N -0.937 0.665 -1.163
N -0.217 -0.846 0.600
O 2.429 -0.600 -1.417
O 1.002 -0.266 0.865
S 1.726 0.356 -0.592
H 3.635 1.840 -0.636
H 2.563 1.908 0.867
H -3.436 -0.020 -0.252
H -2.582 -1.000 1.114
H -2.676 -1.568 -0.588
H -0.716 -0.903 1.453

Force components x, y, z for each atom (eV/Å):
C 0.763 -0.462 1.721
C 0.048 2.061 1.714
C -2.513 1.049 0.570
N 0.823 0.605 -0.750
N -1.472 -0.244 -2.145
O -0.641 -1.088 -0.601
O 1.809 1.170 -0.586
S -0.464 -0.420 -0.553
H -0.536 -0.942 0.171
H 0.263 -0.010 -0.067
H 2.120 -0.979 0.676
H -0.192 0.286 -1.204
H -0.120 -0.967 -0.255
H 0.113 -0.060 1.309


An isolated molecule of C5H8O at a distorted geometry, computed with ωB97M-V/def2-TZVPD.

The calculation puts the HOMO energy at -9.72 eV. The energy relative to the best compared isomer or geometry (same formula, charge and spin) is 35.3 kcal/mol. Its SMILES is C[C@H]1C[C@H]1C=O.

Positions of all 14 atoms, in Å:
C -0.551 1.341 0.802
C 0.302 0.769 -0.356
C 1.379 -0.239 -0.366
C -0.034 -0.644 -0.778
C -0.722 -1.594 0.118
O -1.379 -2.528 -0.278
H -0.789 0.686 1.662
H -0.168 2.288 1.222
H -1.486 1.533 0.288
H 0.296 1.535 -1.133
H 1.762 -0.498 0.615
H 2.121 -0.388 -1.164
H -0.190 -0.825 -1.835
H -0.543 -1.436 1.205

Force components x, y, z for each atom (eV/Å):
C 0.669 -0.136 0.311
C -1.026 0.852 0.011
C 0.548 -0.330 0.356
C 0.212 -0.130 -0.185
C -0.070 -0.125 -0.142
O 0.101 0.270 0.211
H 0.419 0.119 -0.575
H -0.036 -0.377 -0.332
H -0.357 0.293 0.252
H 0.108 -0.519 -0.210
H -0.172 -0.468 -0.038
H -0.364 0.755 0.397
H 0.052 -0.113 0.092
H -0.084 -0.090 -0.148